(1)
The following is a quantum chemistry calculation of a 2-piece molecular cluster, C2H7ClN2O2S overall in a non-equilibrium geometry, from the OMol25 dataset.

Positions of all 15 atoms, in Å:
C -0.35797 -2.13090 -1.12904
C 0.52033 -2.38082 -0.16996
N -1.17455 1.31760 1.69838
N 0.17138 1.18244 1.27939
O -0.21644 1.89363 -1.36566
O 1.82774 0.79335 -0.47917
S 0.47008 0.71933 -0.30177
Cl 2.26247 -2.36057 -0.17607
H -1.36025 -2.08555 -0.92467
H -0.26279 -1.82973 -2.25278
H 0.32890 2.69928 -1.47668
H 0.19920 -2.64616 0.80526
H -1.75323 0.91668 1.02729
H -1.42184 2.31571 1.63158
H 0.76698 1.59570 1.83389

Output
- LUMO energy (eV) = 0.54
- F_max (hartree/bohr) = 0.128
- frontier orbital gap (eV) = 9.8
- HOMO (eV) = -9.2203
- relative energy (zero: lowest compared OMol25 entry of this formula, charge and spin) (kJ/mol) = 208.0



(2)
The following is a quantum chemistry calculation of an isolated ion of composition C2H7ClN5 and charge +1 in a non-equilibrium geometry, from the OMol25 dataset.

Positions of all 15 atoms, in Å:
C -0.29116 -1.02534 -1.54274
C -0.18879 -0.21106 0.70081
N -0.34994 -2.34206 -2.26768
N -0.10040 0.08181 -2.24141
N -0.22107 -0.37897 2.01126
N 0.24191 0.96905 0.23378
N -0.49039 -1.17348 -0.13020
Cl -0.74121 -3.63963 -1.20396
H -0.69054 0.84874 -1.87989
H -0.34115 -0.12935 -3.23880
H 0.16110 0.33808 2.59506
H -0.76046 -1.11309 2.55631
H 0.54692 1.69240 0.84640
H 0.62187 1.00064 -0.67628
H -0.92786 -2.17549 -0.06507

Output
- LUMO energy (eV) = -3.71
- F_max (hartree/bohr) = 0.179
- total charge = +1
- frontier orbital gap (eV) = 9.1
- HOMO (eV) = -12.7772
- relative energy (zero: lowest compared OMol25 entry of this formula, charge and spin) (kJ/mol) = 70.1



(3)
The following is a quantum chemistry calculation of one molecule with the formula C2H7ClNOP in a non-equilibrium geometry, from the OMol25 dataset.

Positions of all 13 atoms, in Å:
C -0.98272 -1.61873 -0.53118
C -0.31069 1.86751 -0.14479
N 0.05777 -1.33155 0.45643
O 1.59444 0.37240 1.58732
P 0.90227 0.01165 0.23172
Cl 2.56323 0.05990 -1.03421
H -0.50798 -1.72588 -1.49322
H -1.75188 -0.84264 -0.48689
H -1.50589 -2.54636 -0.29297
H 0.37696 2.64762 -0.19403
H -0.75948 1.54622 -1.10357
H -0.90351 1.76732 0.78951
H 1.22746 -0.20746 2.21588

Output
- LUMO energy (eV) = 0.28
- F_max (hartree/bohr) = 0.099
- frontier orbital gap (eV) = 9.1
- HOMO (eV) = -8.8481
- relative energy (zero: lowest compared OMol25 entry of this formula, charge and spin) (kJ/mol) = 204.5



(4)
The following is a quantum chemistry calculation of a 2-piece molecular cluster, C2H7ClNOPS overall in a non-equilibrium geometry, from the OMol25 dataset.

Positions of all 14 atoms, in Å:
C -0.30765 -0.47978 -1.30089
C 0.14896 0.10941 0.07334
N 0.74721 -1.00876 0.75430
O -1.59875 1.21097 3.21113
P -1.38864 2.31582 2.31649
S -2.60012 3.76315 1.84576
Cl 0.60611 2.74107 1.96920
H -0.68355 0.38472 -1.97228
H 0.46730 -1.04452 -1.78794
H -1.08987 -1.18047 -1.22312
H 0.95976 0.84566 -0.14724
H -0.72672 0.59262 0.61354
H 0.27013 -1.87057 0.71438
H 1.16490 -0.76244 1.62519

Output
- LUMO energy (eV) = -1.59
- F_max (hartree/bohr) = 0.063
- frontier orbital gap (eV) = 7.7
- HOMO (eV) = -9.2622
- relative energy (zero: lowest compared OMol25 entry of this formula, charge and spin) (kJ/mol) = 109.4



(5)
The following is a quantum chemistry calculation of a 2-piece molecular cluster, C2H7ClNPS overall in a non-equilibrium geometry, from the OMol25 dataset.

Positions of all 13 atoms, in Å:
C 1.21558 0.94354 0.67918
C -0.05250 0.20651 0.25575
N -0.83412 -2.05738 -1.21193
P 0.36500 -1.44413 -0.38802
S 2.17475 -2.25324 -0.01208
Cl -4.25028 -1.24920 -1.85266
H 2.02721 1.01339 0.02542
H 0.85770 2.02236 0.98787
H 1.58811 0.50607 1.55679
H -0.35632 0.47668 -0.84109
H -0.85507 0.37713 0.90187
H -4.94845 -2.10473 -1.26267
H -0.65516 -2.91819 -1.65034

Output
- LUMO energy (eV) = -0.11
- F_max (hartree/bohr) = 0.092
- frontier orbital gap (eV) = 9.1
- HOMO (eV) = -9.2323
- relative energy (zero: lowest compared OMol25 entry of this formula, charge and spin) (kJ/mol) = 195.2



(6)
The following is a quantum chemistry calculation of a 2-piece molecular cluster, C2H7ClNPS overall in a non-equilibrium geometry, from the OMol25 dataset.

Positions of all 13 atoms, in Å:
C 2.51213 -0.02178 -0.90685
C 1.45936 -0.04661 -1.73927
N -2.86156 0.55411 0.85649
P -1.28333 0.06106 0.37783
S -1.26919 -1.28300 2.02567
Cl -0.12139 1.61939 0.82007
H 0.08655 -1.68543 1.88355
H 3.10840 0.91636 -0.68762
H 2.96477 -0.84666 -0.40481
H 1.03910 0.71026 -2.40833
H 1.02877 -1.02248 -1.92993
H -3.62140 0.66260 0.26999
H -3.04220 0.38218 1.84322

Output
- LUMO energy (eV) = 0.69
- F_max (hartree/bohr) = 0.064
- frontier orbital gap (eV) = 9.7
- HOMO (eV) = -9.0245
- relative energy (zero: lowest compared OMol25 entry of this formula, charge and spin) (kJ/mol) = 151.3



(7)
The following is a quantum chemistry calculation of a 2-piece molecular cluster, C2H7ClOSi overall in a non-equilibrium geometry, from the OMol25 dataset.

Positions of all 12 atoms, in Å:
C -0.48844 1.53155 -0.13950
C 0.19512 -0.93844 1.22552
O 0.38440 -0.92463 -1.89420
Si 0.01010 -0.25181 -0.53823
Cl -1.56874 -1.13590 -4.23723
H -0.79145 1.46582 0.87121
H 0.27132 2.26284 -0.10092
H -1.30597 1.88633 -0.77830
H -0.70973 -0.97410 1.63322
H 0.49073 -1.99861 1.10403
H 0.98367 -0.42098 1.87432
H -0.83730 -0.95088 -3.21931

Output
- LUMO energy (eV) = -0.27
- F_max (hartree/bohr) = 0.107
- frontier orbital gap (eV) = 10.3
- HOMO (eV) = -10.5875
- relative energy (zero: lowest compared OMol25 entry of this formula, charge and spin) (kJ/mol) = 287.9



(8)
The following is a quantum chemistry calculation of a 2-piece molecular cluster, C2H7FN2 overall in a non-equilibrium geometry, from the OMol25 dataset.

Positions of all 12 atoms, in Å:
C 2.49543 -0.08978 -0.21222
C 0.93271 -0.13765 -0.12794
N 0.34073 -0.60932 0.85213
N -2.72279 0.25653 0.21286
F 0.32303 0.37718 -1.23456
H 2.72177 0.80516 -0.90755
H 2.86445 0.07785 0.69995
H 2.85970 -1.04476 -0.80058
H -0.73640 -0.68165 0.92403
H -2.73354 1.08252 -0.39855
H -3.01722 0.48946 1.15466
H -3.32786 -0.52553 -0.16223

Output
- LUMO energy (eV) = 0.99
- F_max (hartree/bohr) = 0.135
- frontier orbital gap (eV) = 10.7
- HOMO (eV) = -9.7053
- relative energy (zero: lowest compared OMol25 entry of this formula, charge and spin) (kJ/mol) = 124.6



(9)
The following is a quantum chemistry calculation of a 2-piece molecular cluster, C2H7FNOP overall in a non-equilibrium geometry, from the OMol25 dataset.

Positions of all 13 atoms, in Å:
C 2.72263 -0.65580 -0.60660
C 2.12264 -0.11054 0.43641
N -2.89894 0.54863 -0.71444
O -1.08699 1.04857 0.81411
F -2.00134 -1.21075 0.92478
P -1.45823 -0.12332 -0.24597
H 2.51368 -1.66772 -0.91565
H 3.43941 -0.11481 -1.20241
H -0.21975 0.95760 1.21164
H 1.42048 -0.67652 1.03349
H 2.32657 0.89862 0.75812
H -3.48986 0.91704 0.02034
H -3.39031 0.18900 -1.51383

Output
- LUMO energy (eV) = 1.04
- F_max (hartree/bohr) = 0.029
- frontier orbital gap (eV) = 10.9
- HOMO (eV) = -9.8314
- relative energy (zero: lowest compared OMol25 entry of this formula, charge and spin) (kJ/mol) = 95.4



(10)
The following is a quantum chemistry calculation of C2H7FS as an isolated structure in a non-equilibrium geometry, from the OMol25 dataset.

Positions of all 11 atoms, in Å:
C 1.05850 -0.89929 0.52928
C -1.27867 0.26758 -0.31532
H 0.50001 1.03475 -0.28498
H 1.32697 0.03832 1.02588
H 0.47849 -1.52198 1.21744
H 1.97736 -1.43113 0.26839
H -1.82839 -0.36919 0.38472
H -0.98319 1.18995 0.19256
H -1.94097 0.52475 -1.14656
F 0.53922 1.76056 -0.87146
S 0.15066 -0.59432 -0.99994

Output
- LUMO energy (eV) = 0.93
- F_max (hartree/bohr) = 0.071
- frontier orbital gap (eV) = 9.6
- HOMO (eV) = -8.6426
- relative energy (zero: lowest compared OMol25 entry of this formula, charge and spin) (kJ/mol) = 128.4